The following is a quantum chemistry calculation of a molecular structure, C45H41BiN2O8Se2, from OMol25.

The HOMO energy (alpha / beta) comes out at 1.29 / 0.86 eV. As for the charge: -2. The value obtained for the total energy is -203220.2555 eV. The lowest unoccupied orbital energy (alpha / beta) comes out at 3.22 / 3.22 eV. As for the multiplicity: 1.

```
99
Properties=species:S:1:pos:R:3:forces:R:3:mulliken_charge:R:1
Bi -10.546629 -19.324201 2.135346 -2.9 -1.0 -0.5 2.022
Se -8.053253 -17.189455 2.485458 1.3 2.7 2.6 0.017
Se -7.183105 -18.948974 1.478943 2.1 -2.4 -0.8 -0.113
O -11.267435 -19.067684 4.473517 -0.5 -0.4 0.6 -0.686
O -3.710322 -18.069073 4.615631 0.5 -0.3 1.2 -0.510
O -12.633941 -19.482327 6.251245 0.6 0.2 -0.6 -0.786
O -12.990272 -13.716008 2.422337 0.3 2.3 -1.5 -0.496
O -5.146552 -15.052675 1.834504 -0.2 1.5 0.2 -0.626
O -12.894791 -15.653928 1.159903 0.0 1.3 -0.1 -0.654
O -10.318161 -19.269856 -0.058301 -0.5 0.6 -0.8 -0.519
O -10.316114 -21.426473 2.092097 -0.5 -0.5 0.7 -0.833
N -13.010757 -16.990897 3.720668 2.0 -1.7 -0.4 0.175
N -12.777097 -19.893296 1.590134 2.2 1.2 0.2 0.353
C -12.271710 -18.823512 5.267285 -0.3 0.4 -1.2 0.430
C -14.525819 -19.760429 -0.077475 1.8 0.3 0.2 -0.676
C -11.341012 -16.248929 -2.036994 1.5 0.0 0.1 -0.143
C -11.264029 -23.630460 1.904439 0.7 -0.2 -2.2 -0.804
C -9.492750 -23.671130 4.229944 -1.2 0.0 -0.9 -0.361
C -5.268440 -18.774607 2.266426 -0.8 0.4 -0.8 -1.177
C -15.091551 -20.924937 0.419241 -1.8 -0.5 -0.6 -1.407
C -11.178539 -22.369678 2.783671 1.4 0.4 0.2 3.446
C -3.757664 -17.215717 3.495466 1.3 0.2 -0.5 -1.095
C -11.443351 -19.541831 -2.210599 0.5 0.4 -1.0 -0.625
C -10.797745 -15.060636 -2.483624 0.9 0.9 -0.1 -0.887
C -11.846324 -21.804703 -2.999988 0.1 1.2 -0.3 -0.472
C -10.867387 -22.045465 5.358729 0.3 -0.7 -0.3 0.043
C -13.786836 -16.907899 5.950309 0.8 -2.2 1.0 -0.921
C -12.589532 -18.259635 -0.330091 -0.4 -0.9 -1.4 -1.654
C -11.179504 -18.642012 -1.026985 0.4 1.5 2.1 3.575
C -9.399136 -14.840834 -2.456411 -1.0 -0.3 -0.5 -0.398
C -8.964242 -24.070228 5.426709 0.8 -0.5 0.0 -0.617
C -8.585839 -15.834790 -1.936836 -0.2 0.0 0.4 -0.913
C -13.263396 -21.092249 1.989966 -1.9 -2.1 0.0 -0.132
C -13.357176 -15.714861 3.531043 -0.5 2.0 -2.4 0.742
C -13.051397 -17.535406 4.915157 -1.1 0.4 0.4 0.258
C -14.442089 -21.610085 1.423351 2.4 0.7 1.4 -0.673
C -9.169433 -16.974436 -1.343418 -0.2 0.0 -0.6 -0.236
C -10.548510 -17.260268 -1.471739 0.6 -0.2 0.1 -0.348
C -11.480190 -25.966324 0.296060 -1.1 -0.3 0.4 -0.531
C -12.204320 -19.944101 -4.506202 -0.1 -0.3 0.8 -0.768
C -12.388318 -25.716445 1.327066 0.5 -0.6 -0.3 -0.746
C -11.391235 -20.916221 -2.015469 -0.2 -0.6 -1.4 -0.489
C -13.152997 -15.047047 2.216498 0.4 -3.6 2.0 -0.145
C -5.036665 -16.402726 1.532606 -0.4 -1.0 -0.4 -0.777
C -11.705960 -19.068971 -3.520361 0.1 0.2 -0.3 -0.115
C -5.088914 -17.334897 2.751488 0.0 -0.4 -0.3 1.602
C -10.342021 -23.897260 0.806406 -1.4 1.0 2.4 0.125
C -13.864173 -14.928852 4.578067 -0.5 0.2 0.7 -0.991
C -6.247167 -17.025697 3.659175 -1.4 -0.2 0.8 -1.334
C -13.311492 -19.348648 0.449340 -0.6 1.1 -1.9 0.207
C -12.554863 -21.803471 3.110695 -0.5 0.9 -0.2 -1.692
C -10.531317 -22.718864 4.160050 0.9 0.2 0.2 -0.504
C -10.395933 -22.534513 6.586638 0.5 0.3 -0.3 -0.965
C -12.314867 -24.541325 2.046379 0.7 0.3 1.3 -0.326
C -10.540810 -25.014236 0.015371 1.6 1.0 -0.4 -0.821
C -9.401772 -23.504674 6.617786 -0.3 -0.8 0.5 -0.349
C -12.331170 -21.296114 -4.236062 0.3 -1.0 1.5 -0.616
C -14.105964 -15.582766 5.761247 -1.1 2.2 1.2 -0.092
H -13.987654 -17.527766 6.865114 0.3 1.1 -0.9 0.311
H -6.286225 -17.738351 4.543847 -0.2 0.8 -1.3 0.372
H -13.192597 -22.616910 3.467380 0.1 0.3 0.2 0.935
H -12.598697 -19.615681 -5.453983 0.3 0.5 -0.2 0.351
H -12.522262 -17.326144 0.197321 0.5 0.3 0.6 0.854
H -9.476975 -23.232963 0.699492 -0.6 -0.2 -0.3 0.383
H -14.810333 -22.549723 1.768120 -0.1 -0.6 0.3 0.490
H -8.490769 -17.636831 -0.821139 -0.3 -0.4 -0.1 0.358
H -11.757201 -22.857894 -2.762685 -0.2 -0.1 -0.3 0.433
H -11.419263 -18.044801 -3.866685 -0.7 -0.8 0.8 0.254
H -11.506432 -26.894375 -0.258737 -0.1 0.0 -0.1 0.385
H -4.110269 -16.620273 0.971227 0.0 0.4 0.3 0.483
H -4.676311 -18.969193 1.356422 0.1 -0.2 0.6 0.446
H -14.900361 -19.252723 -0.958553 0.0 -0.1 0.1 0.441
H -2.913854 -17.519320 2.785887 -1.0 0.6 0.6 0.270
H -12.779948 -22.000378 -4.929297 0.1 0.2 -0.2 0.360
H -15.944078 -21.397195 -0.048888 -0.2 0.2 -0.1 0.270
H -13.075219 -26.496847 1.636462 -0.2 0.2 -0.2 0.366
H -12.937001 -24.413290 2.930003 -0.2 -0.1 -0.4 0.276
H -5.836600 -16.730601 0.876321 -0.2 0.1 -0.2 0.156
H -6.060857 -14.696988 1.760887 0.8 -0.9 0.0 0.379
H -3.598538 -16.178071 3.841785 -0.1 -0.2 -0.5 0.448
H -9.046160 -23.922616 7.566728 -0.1 0.3 -0.3 0.321
H -9.002511 -13.937214 -2.927552 0.0 -0.3 0.3 0.352
H -8.228678 -24.888015 5.341523 -0.2 0.5 0.6 0.328
H -5.085063 -19.458259 3.101602 -0.2 -0.1 -0.5 0.497
H -7.493250 -15.712476 -1.975388 -0.5 -0.1 0.3 0.362
H -11.431131 -14.245716 -2.869764 0.2 -0.6 0.2 0.339
H -9.157871 -24.205957 3.334116 -0.2 0.4 0.2 0.260
H -12.694714 -13.269584 1.590655 -0.5 -0.9 0.8 0.298
H -9.843221 -25.081361 -0.818211 -0.2 -0.5 0.0 0.383
H -11.426811 -21.116027 5.355887 -0.2 -0.5 0.2 0.455
H -12.364522 -16.392729 -2.159963 -1.6 -0.2 0.0 0.488
H -12.406009 -21.074549 3.934353 -0.4 -0.5 -0.6 -0.110
H -10.811131 -21.306596 -1.211289 -0.3 -0.1 1.0 0.111
H -13.297072 -18.046213 -1.169787 0.6 0.0 0.5 0.189
H -14.537714 -14.996422 6.619487 0.2 -0.6 -0.9 0.219
H -6.180945 -16.005688 4.060863 -0.3 -0.2 -0.3 0.500
H -14.161596 -13.897920 4.345071 0.3 -0.5 0.6 0.307
H -3.008981 -17.782624 5.244877 -0.9 -0.2 -0.9 0.317
H -10.786699 -22.129926 7.519143 0.2 0.2 -0.3 0.394
```
Forces are in eV/Å.